# 1
ORCA calculation (the ωB97M-V functional and the def2-TZVPD basis) on C31H47BF8N6O5P2S2Sr as an isolated structure at a distorted geometry.

Values from the calculation:
HOMO energy ... -1.25 eV
Charge ... -2
Relative energy (zero: lowest compared OMol25 entry of this formula, charge and spin) ... 192.06 kcal per mole
HOMO-LUMO gap ... 5.1 eV

Cartesian coordinates (Å):
Sr: -0.184 -0.332 -1.576
C: 2.247 3.997 2.626
C: 2.457 2.484 2.697
C: 1.272 1.907 3.477
C: 3.757 2.170 3.434
P: 2.262 1.710 0.939
C: 3.109 0.016 1.130
N: 2.069 -0.930 1.427
B: 1.066 -1.246 0.424
N: 0.011 -1.798 1.254
C: -1.308 -2.125 0.764
P: -2.136 -0.633 -0.034
C: -3.051 -1.616 -1.267
C: -4.034 -0.642 -1.836
C: -3.556 -3.023 -1.157
C: -1.930 -1.484 -2.253
C: -3.326 -0.122 1.298
C: -4.294 -1.139 1.873
C: -2.381 0.464 2.347
C: -4.061 1.037 0.636
C: 0.379 -1.879 2.569
C: -0.273 -2.369 3.694
C: 0.382 -2.338 4.916
C: 1.680 -1.859 5.015
C: 2.348 -1.369 3.903
C: 1.692 -1.341 2.678
C: 3.402 2.636 -0.271
C: 3.471 1.729 -1.494
C: 2.621 3.872 -0.708
C: 4.806 2.996 0.203
H: 2.119 4.398 3.633
H: 1.345 4.211 2.059
H: 3.089 4.502 2.164
H: 1.241 2.316 4.488
H: 1.336 0.827 3.535
H: 0.348 2.164 2.968
H: 3.805 2.761 4.348
H: 4.628 2.401 2.832
H: 3.794 1.124 3.716
H: 3.902 -0.003 1.874
H: 3.395 -0.239 0.100
H: -1.930 -2.556 1.553
H: -1.170 -2.888 -0.007
H: -4.961 -0.539 -1.272
H: -4.263 -0.867 -2.888
H: -3.548 0.369 -1.860
H: -4.282 -3.157 -0.351
H: -2.725 -3.715 -1.016
H: -4.036 -3.275 -2.111
H: -1.802 -0.443 -2.042
H: -2.243 -1.641 -3.296
H: -1.068 -2.064 -2.045
H: -3.765 -1.941 2.387
H: -4.910 -1.583 1.086
H: -4.967 -0.667 2.596
H: -1.737 -0.299 2.786
H: -2.933 0.960 3.149
H: -1.744 1.211 1.863
H: -5.080 0.799 0.325
H: -3.511 1.326 -0.275
H: -4.082 1.930 1.259
H: -1.266 -2.795 3.641
H: -0.115 -2.721 5.796
H: 2.180 -1.887 5.972
H: 3.366 -1.028 4.007
H: 2.468 1.247 -1.666
H: 4.199 0.935 -1.373
H: 3.755 2.312 -2.365
H: 1.631 3.545 -1.018
H: 3.108 4.343 -1.559
H: 2.528 4.609 0.081
H: 5.333 2.105 0.527
H: 4.788 3.719 1.012
H: 5.359 3.434 -0.624
F: -4.425 3.451 -0.744
C: -3.732 3.100 -1.857
F: -3.673 4.228 -2.581
F: -4.536 2.261 -2.542
S: -1.908 2.647 -1.371
O: -1.891 2.751 0.062
O: -1.223 3.672 -2.098
N: -1.494 1.242 -1.804
S: -1.610 0.654 -3.285
O: -2.909 0.507 -3.873
O: -0.468 -0.115 -3.660
C: -1.226 2.160 -4.389
F: -0.069 2.848 -4.343
F: -1.252 1.604 -5.628
F: -2.251 3.045 -4.384
F: 2.599 -1.758 -4.366
C: 2.662 -0.568 -3.648
F: 4.036 -0.562 -3.296
H: 2.635 0.199 -4.444
N: 1.877 -3.825 -2.058
C: 0.773 -4.598 -1.810
O: -0.182 -4.132 -1.160
C: 0.799 -5.958 -2.266
C: -0.169 -6.871 -1.866
N: -0.946 -7.668 -1.543
C: 1.747 -6.454 -3.147
N: 2.489 -6.932 -3.898
H: 2.493 -4.140 -2.796
H: 1.780 -2.797 -1.903

Löwdin atomic charge list, values in e, 4 entries: 1.313 -0.117 -0.686 -0.108

# 2
ORCA calculation (the ωB97M-V functional and the def2-TZVPD basis) on C31H47BrN2P2Pd as an isolated structure at a distorted geometry.

Values from the calculation:
HOMO energy (alpha / beta) ... -18.41 / -18.30 eV
Charge ... +4
<S²> ... 6.1341
HOMO-LUMO gap (alpha / beta) ... 6.7 / 3.7 eV
2S+1 ... 5

Cartesian coordinates (Å):
N: 2.085 -6.218 -0.572
C: 1.374 -5.846 0.495
C: 0.294 -4.965 0.411
C: -0.053 -4.463 -0.861
C: 0.633 -4.947 -2.003
C: 1.717 -5.804 -1.786
C: -1.097 -3.476 -0.937
Pd: -2.262 0.869 -3.379
P: -0.918 3.372 0.084
C: -1.563 -2.996 -2.114
C: -2.410 -1.845 -2.151
C: -2.545 -1.235 -3.444
C: -3.734 -0.484 -3.648
C: -3.988 0.349 -2.500
C: -3.901 -0.181 -1.184
C: -3.091 -1.313 -1.039
Br: -4.487 2.291 -2.763
H: -1.567 -3.205 0.015
H: -1.263 -3.447 -3.065
H: -0.314 -4.705 1.285
H: 0.334 -4.708 -3.029
H: 1.654 -6.246 1.474
H: 2.299 -6.171 -2.634
H: -2.010 -1.699 -4.269
H: -2.997 -1.825 -0.074
H: -4.209 -0.327 -4.612
H: -4.422 0.312 -0.362
P: 1.481 0.409 -1.064
C: -2.149 2.619 1.241
C: -3.515 3.273 1.456
H: -1.615 2.507 2.196
H: -2.300 1.612 0.809
H: -4.072 2.676 2.194
H: -3.455 4.302 1.845
H: -4.117 3.295 0.537
C: -1.927 4.591 -0.861
C: -1.761 6.030 -0.376
H: -2.984 4.283 -0.855
H: -1.608 4.485 -1.911
H: -2.162 6.754 -1.104
H: -2.311 6.218 0.554
H: -0.710 6.275 -0.193
C: 0.172 4.228 1.311
C: -0.420 5.135 2.383
H: 0.927 4.759 0.706
H: 0.681 3.383 1.808
H: 0.411 5.583 2.948
H: -1.012 5.966 1.986
H: -1.045 4.575 3.088
C: 2.912 0.626 0.111
C: 3.087 2.065 0.616
H: 3.828 0.269 -0.384
H: 2.703 -0.053 0.954
H: 4.158 2.302 0.712
H: 2.634 2.798 -0.066
H: 2.607 2.201 1.595
C: 2.003 1.620 -2.352
C: 1.333 1.479 -3.714
H: 3.096 1.536 -2.443
H: 1.772 2.609 -1.932
H: 1.591 2.345 -4.335
H: 1.646 0.573 -4.240
H: 0.230 1.455 -3.632
C: 1.845 -1.176 -1.952
C: 2.720 -2.189 -1.219
H: 2.279 -0.934 -2.935
H: 0.852 -1.620 -2.143
H: 3.032 -2.976 -1.918
H: 3.615 -1.727 -0.790
H: 2.176 -2.686 -0.404
N: 0.871 -1.353 1.885
C: 1.235 -1.932 3.079
C: 0.996 -1.243 4.290
C: 1.276 -1.867 5.507
C: 1.806 -3.168 5.534
C: 2.160 -3.798 4.334
C: 1.903 -3.177 3.112
H: 0.428 -0.439 1.897
H: 0.666 -1.920 1.068
H: 0.580 -0.231 4.264
H: 1.063 -1.342 6.443
H: 1.969 -3.673 6.489
H: 2.632 -4.779 4.356
H: 2.224 -3.639 2.177

Löwdin atomic charge list, values in e, 4 entries: 0.322 -0.021 0.015 -0.193

Question: The highest charge belongs to which entry?
Answer: C31H47BrN2P2Pd

Question: Number 2 is which compound?
Answer: C31H47BrN2P2Pd